Entry 1:
The following is a quantum chemistry calculation of C13H17N in the gas phase at a distorted geometry, from the Open Molecules 2025 dataset.

Results
* charge: 0
* structure (SMILES): C=C=C[C@H](C)N(C)Cc1ccccc1
* LUMO energy: 0.0331 hartree
* orbital gap: 9.6 eV

XYZ file:
```
31
Properties=species:S:1:pos:R:3:forces:R:3
C 4.343637 1.815203 -0.573709 0.289 1.932 -0.888
C 3.665627 0.912161 0.080303 -0.969 -0.881 -0.249
C 2.864543 0.030686 0.667329 1.264 0.934 0.265
C 2.035324 -1.085987 0.032235 -0.144 1.221 0.522
C 2.264521 -1.194155 -1.450529 -0.402 0.601 -0.985
N 0.598585 -0.971877 0.417084 0.768 1.678 -1.237
C 0.392441 -1.188597 1.818446 -1.098 -0.570 1.547
C 0.038022 0.376642 0.024543 0.996 -1.048 -0.326
C -1.460061 0.274853 0.048299 -1.674 1.332 -0.328
C -2.127311 -0.827925 -0.518979 0.520 -0.522 -0.753
C -3.494083 -0.805396 -0.789878 0.336 0.565 0.705
C -4.275025 0.301848 -0.363866 -1.276 -0.980 -0.827
C -3.705431 1.405643 0.201772 3.482 -1.438 -0.040
C -2.282893 1.366066 0.393931 -0.201 0.827 0.585
H 5.380308 1.751865 -0.987514 -0.899 -0.437 0.832
H 3.902921 2.852232 -0.812127 0.315 -1.821 0.430
H 2.843775 0.130419 1.760328 0.027 -0.284 -0.334
H 2.310666 -2.021202 0.486414 0.524 -0.472 0.245
H 2.022326 -0.292546 -2.054486 0.013 -0.328 0.675
H 1.605331 -1.969844 -1.779939 -0.382 -0.580 -0.512
H 3.275538 -1.450440 -1.764183 0.127 -0.104 0.498
H 0.543271 -2.288396 2.074641 0.023 1.342 -0.263
H -0.737867 -0.991385 1.979907 1.955 -0.163 0.272
H 1.061907 -0.542830 2.520872 -1.304 -0.906 -0.973
H 0.490800 1.210626 0.609898 -0.639 -0.456 0.099
H 0.382701 0.596653 -1.020353 -0.446 -0.354 0.763
H -1.513876 -1.703906 -0.843729 -0.603 0.862 0.313
H -3.902972 -1.644815 -1.354306 -0.217 0.288 0.399
H -5.372737 0.292976 -0.495145 0.705 -0.119 -0.168
H -4.175952 2.305405 0.454173 -1.050 0.868 0.393
H -1.862104 2.282088 0.886579 -0.040 -0.988 -0.658
```
Forces are in eV/Å.

=====

Entry 2:
The following is a quantum chemistry calculation of C4H7OSn as an isolated structure at a distorted geometry, from the Open Molecules 2025 dataset.

Results
* charge: +1
* LUMO energy (alpha / beta): -0.2036 / -0.2036 hartree
* orbital gap (alpha / beta): 6.3 / 6.3 eV

XYZ file:
```
13
Properties=species:S:1:pos:R:3:forces:R:3
C -1.563119 -0.829252 -0.140174 -0.367 -0.022 -0.390
C -0.509124 0.000384 0.605145 1.303 0.045 0.471
C 0.771811 0.136968 -0.031104 -3.135 0.008 -0.657
O 1.824064 0.313543 0.596182 -7.111 -1.685 0.847
Sn 3.586174 0.385660 0.277577 9.290 3.705 1.992
H -1.250369 -1.311105 -1.066845 -0.109 0.135 0.279
H -0.511010 -0.017081 1.694412 0.045 0.034 -0.303
H -2.188580 -1.436084 0.512991 0.240 0.171 -0.146
H 0.790911 0.156765 -1.137016 0.002 -0.129 0.275
C -1.706504 0.633553 -0.116813 -0.395 -0.041 -0.431
H -1.495090 1.195731 -1.026803 -0.085 -0.158 0.282
H -2.435318 1.086389 0.553739 0.273 -0.105 -0.144
H 4.686160 -0.315474 -0.721288 0.050 -1.958 -2.074
```
Forces are in eV/Å.

=====

Energy relative to the best compared isomer or geometry (same formula, charge and spin) (kJ/mol)
306.5 60.0